{"formula": "C2H8N2O", "method": "ωB97M-V/def2-TZVPD", "orbital_gap_ev": 9.5, "total_charge": 0, "e_homo_ev": -8.6, "total_energy_ev": -7230.4586, "fmax_ev_per_a": 1.4, "smiles": "[H]/N=C/NC.O", "e_above_lowest_ev": 1.869, "species": ["H", "N", "C", "N", "C", "H", "H", "H", "H", "H", "O", "H", "H"], "coordinates": [[-2.19, -1.84, 2.48], [-2.68, -1.14, 1.92], [-1.74, -0.28, 1.70], [-1.66, 0.51, 0.60], [-0.44, 1.19, 0.18], [-0.90, -0.17, 2.42], [-2.23, 0.07, -0.11], [-0.32, 1.09, -0.90], [0.37, 0.56, 0.58], [-0.46, 2.22, 0.54], [3.84, -0.48, -2.95], [4.80, -0.45, -3.02], [3.62, -1.28, -3.45]]}

{"formula": "C2H4N4", "method": "ωB97M-V/def2-TZVPD", "orbital_gap_ev": [7.8, 7.5], "total_charge": 0, "e_homo_ev": [-8.6, -8.5], "total_energy_ev": -8094.1035, "fmax_ev_per_a": 0.7, "e_above_lowest_ev": 5.211, "species": ["C", "C", "N", "N", "N", "N", "H", "H", "H", "H"], "coordinates": [[1.53, 0.03, -0.45], [-1.19, -0.37, 0.16], [-0.01, -0.08, -0.60], [0.39, 1.05, -1.00], [2.10, 0.29, 0.67], [-2.29, 0.13, -0.18], [1.48, 0.74, 1.34], [-3.07, -0.22, 0.38], [2.06, -0.45, -1.27], [-0.99, -1.11, 0.94]]}

{"formula": "C5H14N2O2", "method": "ωB97M-V/def2-TZVPD", "orbital_gap_ev": 8.0, "total_charge": 0, "e_homo_ev": -7.2, "total_energy_ev": -12484.3234, "fmax_ev_per_a": 6.5, "e_above_lowest_ev": 4.005, "species": ["C", "C", "C", "C", "C", "N", "N", "O", "O", "H", "H", "H", "H", "H", "H", "H", "H", "H", "H", "H", "H", "H", "H"], "coordinates": [[0.21, -0.36, -0.24], [1.03, 2.14, -0.25], [-0.41, 0.95, -0.38], [-1.63, -1.04, -0.33], [-1.86, -2.05, 0.79], [0.89, -0.89, -1.34], [0.88, -0.56, 0.97], [0.90, 2.64, 1.08], [2.36, 1.72, -0.45], [1.60, 3.28, 1.25], [2.46, 0.82, -0.11], [0.86, 2.94, -0.98], [1.85, -1.17, -1.21], [0.46, -0.69, -2.23], [1.47, -1.38, 1.00], [0.58, 0.04, 1.73], [-0.97, 1.28, 0.49], [-0.85, 1.20, -1.34], [-2.51, -0.40, -0.42], [-1.57, -1.56, -1.29], [-0.97, -2.67, 0.91], [-2.71, -2.71, 0.59], [-2.08, -1.54, 1.73]]}

{"formula": "C19H28BF14HfN3O9S3", "method": "ωB97M-V/def2-TZVPD", "orbital_gap_ev": 1.3, "total_charge": 0, "e_homo_ev": -8.5, "total_energy_ev": -115568.8319, "fmax_ev_per_a": 4.4, "species": ["Hf", "C", "C", "C", "N", "C", "C", "C", "C", "C", "H", "H", "H", "H", "H", "H", "H", "H", "H", "H", "H", "H", "H", "H", "H", "H", "H", "H", "C", "F", "F", "F", "S", "O", "O", "O", "C", "F", "F", "F", "S", "O", "O", "O", "C", "F", "F", "F", "S", "O", "O", "O", "B", "F", "F", "F", "F", "F", "N", "C", "C", "C", "C", "H", "H", "H", "H", "H", "N", "C", "C", "C", "C", "H", "H", "H", "H", "H"], "coordinates": [[-5.45, -3.12, -3.60], [5.16, 3.25, -0.20], [3.95, 2.83, 0.73], [4.05, 3.54, 2.11], [2.92, 3.07, 3.12], [1.57, 3.31, 2.57], [2.97, 3.85, 4.45], [4.07, 3.26, 5.29], [4.31, 1.84, 4.73], [3.26, 1.65, 3.63], [5.10, 2.74, -1.16], [6.09, 2.95, 0.28], [5.06, 4.33, -0.35], [3.83, 1.75, 0.65], [3.09, 3.22, 0.18], [4.00, 4.63, 2.09], [4.94, 3.33, 2.70], [0.82, 2.92, 3.26], [1.53, 2.75, 1.64], [1.43, 4.39, 2.46], [2.05, 3.62, 5.00], [2.91, 4.92, 4.26], [3.64, 3.16, 6.29], [4.97, 3.84, 5.52], [4.16, 1.08, 5.49], [5.30, 1.72, 4.29], [2.33, 1.28, 4.06], [3.60, 0.99, 2.83], [-6.27, 4.27, -3.28], [-6.72, 5.37, -3.68], [-4.99, 4.40, -2.90], [-7.08, 3.85, -2.33], [-6.36, 3.08, -4.75], [-5.54, 3.51, -5.89], [-5.83, 1.83, -4.15], [-7.81, 2.95, -5.05], [-8.38, -1.19, 3.12], [-7.70, -2.29, 3.29], [-9.25, -1.11, 4.12], [-7.59, -0.15, 3.14], [-9.37, -1.17, 1.35], [-8.29, -1.20, 0.33], [-10.16, -2.42, 1.35], [-10.15, 0.08, 1.39], [1.05, -5.72, -3.83], [1.59, -6.88, -3.47], [1.00, -4.87, -2.79], [1.75, -5.13, -4.81], [-0.71, -6.03, -4.52], [-0.60, -7.17, -5.41], [-1.65, -6.07, -3.42], [-1.28, -4.79, -5.11], [-2.50, -1.18, -0.34], [-1.29, -1.19, 0.30], [-3.31, -2.22, -0.17], [-3.22, -0.08, -0.12], [-2.23, -1.19, -1.67], [-7.72, -5.75, -1.28], [4.26, -5.39, 6.08], [2.91, -5.23, 6.00], [2.47, -5.08, 4.70], [3.67, -5.18, 3.96], [4.68, -5.51, 4.80], [4.88, -5.44, 6.88], [2.38, -5.03, 6.91], [1.52, -4.89, 4.24], [3.85, -5.12, 2.89], [5.73, -5.62, 4.59], [0.49, 2.08, -7.75], [0.61, 1.82, -6.40], [1.69, 1.00, -6.27], [2.15, 0.68, -7.55], [1.44, 1.39, -8.47], [-0.33, 2.52, -8.15], [0.06, 2.27, -5.59], [2.02, 0.52, -5.36], [3.04, 0.10, -7.74], [1.43, 1.49, -9.55]]}

{"formula": "C34H74N6O10", "method": "ωB97M-V/def2-TZVPD", "orbital_gap_ev": 9.1, "total_charge": 0, "e_homo_ev": -8.8, "total_energy_ev": -65869.3303, "fmax_ev_per_a": 3.3, "smiles": "CN(C)C=O.CN(C)C=O.CN(C)C=O.CN(C)C=O.CN(C)C=O.CN(C)C=O.C1CCOC1.C1CCOC1.C1CCOC1.C1CCOC1", "e_above_lowest_ev": 6.136, "species": ["C", "N", "C", "C", "O", "H", "H", "H", "H", "H", "H", "H", "C", "N", "C", "C", "O", "H", "H", "H", "H", "H", "H", "H", "C", "N", "C", "C", "O", "H", "H", "H", "H", "H", "H", "H", "C", "N", "C", "C", "O", "H", "H", "H", "H", "H", "H", "H", "C", "N", "C", "C", "O", "H", "H", "H", "H", "H", "H", "H", "C", "N", "C", "C", "O", "H", "H", "H", "H", "H", "H", "H", "C", "C", "C", "O", "C", "H", "H", "H", "H", "H", "H", "H", "H", "C", "C", "C", "O", "C", "H", "H", "H", "H", "H", "H", "H", "H", "C", "C", "C", "O", "C", "H", "H", "H", "H", "H", "H", "H", "H", "C", "C", "C", "O", "C", "H", "H", "H", "H", "H", "H", "H", "H"], "coordinates": [[-0.43, 1.63, 3.89], [-0.47, 2.85, 4.67], [-1.58, 2.92, 5.59], [0.07, 3.98, 4.24], [-0.05, 5.13, 4.75], [0.32, 1.67, 3.10], [-1.44, 1.52, 3.50], [-0.24, 0.80, 4.58], [-2.49, 2.59, 5.08], [-1.48, 2.22, 6.42], [-1.74, 3.93, 5.95], [0.64, 3.76, 3.33], [-5.41, -2.16, -5.20], [-5.08, -1.15, -4.24], [-6.06, -0.06, -4.00], [-4.01, -1.32, -3.39], [-3.70, -0.65, -2.41], [-5.54, -1.66, -6.16], [-6.29, -2.72, -4.88], [-4.63, -2.91, -5.37], [-6.40, 0.43, -4.91], [-6.95, -0.41, -3.48], [-5.58, 0.63, -3.30], [-3.47, -2.25, -3.60], [4.82, 0.39, 4.47], [4.26, 0.98, 3.24], [4.70, 0.38, 1.95], [3.27, 1.97, 3.30], [2.69, 2.35, 2.33], [4.41, -0.60, 4.68], [4.59, 0.89, 5.42], [5.90, 0.45, 4.36], [4.32, -0.62, 1.78], [4.29, 0.96, 1.12], [5.79, 0.35, 2.01], [3.13, 2.27, 4.35], [1.60, 1.21, -4.92], [2.81, 0.46, -5.07], [3.24, 0.07, -6.42], [3.57, 0.34, -3.98], [4.72, -0.11, -4.03], [1.31, 1.52, -3.92], [0.79, 0.58, -5.29], [1.59, 2.13, -5.51], [2.53, -0.54, -6.98], [3.57, 0.94, -7.00], [4.14, -0.55, -6.47], [3.17, 0.70, -3.02], [2.25, 5.20, 0.59], [2.52, 4.53, -0.67], [1.60, 4.86, -1.75], [3.47, 3.57, -0.78], [3.52, 2.93, -1.79], [2.07, 6.27, 0.47], [3.02, 4.90, 1.31], [1.36, 4.80, 1.07], [0.63, 5.04, -1.30], [2.04, 5.71, -2.28], [1.52, 4.05, -2.48], [4.04, 3.30, 0.12], [1.37, -3.60, -2.30], [0.89, -4.11, -3.61], [0.61, -3.03, -4.52], [0.80, -5.42, -4.00], [0.42, -5.80, -5.10], [2.12, -2.90, -2.65], [1.80, -4.42, -1.72], [0.69, -3.12, -1.59], [-0.26, -2.59, -4.03], [1.36, -2.25, -4.66], [0.24, -3.34, -5.50], [1.30, -6.13, -3.33], [-2.04, -3.65, 1.20], [-3.01, -3.28, 0.14], [-2.36, -3.66, -1.16], [-1.54, -4.78, -0.83], [-1.21, -4.76, 0.59], [-2.49, -4.04, 2.12], [-1.38, -2.85, 1.53], [-3.20, -2.21, 0.21], [-3.98, -3.72, 0.38], [-1.73, -2.85, -1.53], [-2.99, -3.91, -2.01], [-0.23, -4.42, 0.93], [-1.49, -5.71, 1.06], [-0.51, 0.36, 0.26], [0.69, -0.51, 0.32], [1.55, 0.22, -0.67], [0.60, 0.60, -1.70], [-0.71, 0.67, -1.21], [-0.24, 1.28, 0.78], [-1.40, -0.14, 0.63], [0.40, -1.48, -0.09], [1.19, -0.62, 1.29], [2.38, -0.23, -1.22], [1.90, 1.16, -0.23], [-1.23, -0.22, -1.56], [-1.20, 1.61, -1.48], [-4.02, 3.05, 2.41], [-3.01, 2.43, 1.51], [-3.71, 2.34, 0.14], [-5.09, 2.98, 0.38], [-4.93, 3.90, 1.43], [-3.50, 3.62, 3.18], [-4.63, 2.27, 2.88], [-2.68, 1.47, 1.90], [-2.11, 3.03, 1.41], [-3.73, 1.30, -0.18], [-3.15, 2.95, -0.58], [-5.88, 4.12, 1.91], [-4.45, 4.85, 1.18], [2.77, -2.75, 3.86], [2.04, -1.93, 4.80], [0.53, -2.16, 4.54], [0.54, -3.17, 3.57], [1.80, -3.86, 3.58], [3.67, -3.10, 4.37], [2.91, -2.28, 2.89], [2.31, -0.87, 4.73], [2.14, -2.32, 5.81], [0.14, -1.24, 4.09], [0.01, -2.39, 5.47], [1.92, -4.24, 2.57], [1.82, -4.62, 4.36]]}

{"formula": "ClHS2", "method": "ωB97M-V/def2-TZVPD", "orbital_gap_ev": [5.2, 5.2], "total_charge": 0, "e_homo_ev": [-9.1, -9.1], "total_energy_ev": -34205.5904, "fmax_ev_per_a": 1.8, "e_above_lowest_ev": 3.436, "species": ["S", "S", "Cl", "H"], "coordinates": [[0.12, 1.26, -0.37], [-3.23, 1.02, 0.25], [-3.50, -0.87, -0.23], [0.20, -0.02, 0.01]]}

{"formula": "C9H18N6", "method": "ωB97M-V/def2-TZVPD", "orbital_gap_ev": [7.3, 7.5], "total_charge": 2, "e_homo_ev": [-15.0, -15.1], "total_energy_ev": -18547.2919, "fmax_ev_per_a": 4.1, "e_above_lowest_ev": 3.108, "species": ["C", "C", "C", "C", "C", "C", "C", "C", "C", "N", "N", "N", "N", "N", "N", "H", "H", "H", "H", "H", "H", "H", "H", "H", "H", "H", "H", "H", "H", "H", "H", "H", "H"], "coordinates": [[1.17, 1.76, 0.85], [-0.90, -1.37, 0.91], [-3.15, 0.55, -1.13], [-2.02, 1.57, -0.84], [-2.93, -0.56, -0.15], [-0.98, 0.82, 0.02], [1.40, -0.64, 0.34], [3.06, -0.95, -1.48], [2.67, -1.52, -0.15], [-0.16, 1.72, 0.63], [1.80, 0.62, 0.79], [0.39, -1.44, 0.90], [-1.53, -0.35, 0.35], [1.79, 2.94, 0.94], [-1.64, -2.44, 1.37], [-4.08, 1.02, -1.11], [-3.20, 0.16, -2.23], [-1.41, 1.97, -1.75], [-2.43, 2.55, -0.34], [-3.61, -0.43, 0.72], [-3.20, -1.46, -0.62], [2.24, -0.85, -2.17], [3.80, -1.52, -1.95], [3.39, 0.14, -1.30], [3.49, -1.48, 0.63], [2.39, -2.65, -0.25], [-0.59, 2.59, 0.83], [2.84, 0.78, 0.80], [0.80, -2.41, 1.06], [1.47, 3.61, 1.59], [2.69, 3.05, 0.52], [-1.00, -3.21, 1.26], [-2.57, -2.58, 0.94]]}

{"formula": "C22H27AuN9O3PTe", "method": "ωB97M-V/def2-TZVPD", "orbital_gap_ev": [7.7, 5.3], "total_charge": 2, "e_homo_ev": [-13.0, -13.0], "total_energy_ev": -63068.0678, "fmax_ev_per_a": 0.8, "multiplicity": 3, "e_above_lowest_ev": 0.000, "species": ["Au", "N", "C", "C", "C", "C", "C", "N", "C", "C", "C", "C", "C", "N", "H", "H", "H", "H", "H", "H", "H", "H", "H", "N", "C", "N", "C", "N", "N", "C", "N", "C", "C", "C", "C", "C", "N", "H", "H", "H", "H", "H", "H", "H", "H", "C", "C", "O", "P", "O", "Te", "O", "C", "C", "H", "H", "H", "H", "H", "H", "H", "H", "H", "H"], "coordinates": [[0.02, 0.06, 0.00], [2.39, 2.46, -0.03], [2.85, 1.21, 0.23], [4.24, 1.17, 0.68], [4.83, -0.03, 1.04], [4.12, -1.19, 0.87], [2.74, -1.16, 0.32], [2.14, 0.14, 0.09], [1.10, 3.05, -0.19], [1.05, 4.44, -0.13], [-0.17, 5.06, -0.31], [-1.30, 4.29, -0.56], [-1.16, 2.93, -0.59], [0.03, 2.31, -0.41], [3.10, 3.16, 0.07], [4.79, 2.10, 0.79], [5.83, -0.05, 1.44], [4.53, -2.16, 1.13], [2.07, -1.76, 0.93], [1.95, 5.01, 0.06], [-0.23, 6.14, -0.27], [-2.27, 4.74, -0.72], [-2.00, 2.28, -0.78], [-2.66, -0.11, -1.91], [-3.05, -0.18, -0.63], [-4.34, -0.22, -0.37], [-4.66, -0.27, 0.92], [-5.95, -0.32, 1.24], [-3.78, -0.26, 1.95], [-2.53, -0.20, 1.61], [-2.07, -0.14, 0.33], [-1.54, -0.18, 2.75], [-1.97, -0.28, 4.06], [-1.02, -0.27, 5.07], [0.32, -0.15, 4.74], [0.66, -0.06, 3.41], [-0.24, -0.07, 2.43], [-3.39, -0.21, -2.60], [-1.70, -0.28, -2.18], [-6.65, -0.34, 0.51], [-6.23, -0.37, 2.20], [-3.03, -0.37, 4.26], [-1.33, -0.35, 6.10], [1.08, -0.14, 5.51], [1.70, 0.03, 3.11], [4.13, -0.40, -2.37], [3.87, -1.81, -1.91], [2.74, -1.93, -0.94], [1.06, -2.62, -1.56], [0.27, -2.32, -0.31], [0.72, -1.55, -3.59], [1.47, -4.12, -1.57], [2.12, -4.85, -2.67], [1.62, -6.26, -2.65], [4.80, -0.47, -3.23], [4.64, 0.20, -1.61], [3.22, 0.09, -2.69], [4.73, -2.27, -1.42], [3.56, -2.44, -2.73], [3.19, -4.79, -2.50], [1.87, -4.34, -3.60], [1.75, -6.70, -1.67], [2.20, -6.85, -3.37], [0.57, -6.31, -2.93]]}

{"formula": "C15H36CrN5O6", "method": "ωB97M-V/def2-TZVPD", "orbital_gap_ev": [2.8, 5.1], "total_charge": 2, "e_homo_ev": [-13.8, -13.9], "total_energy_ev": -64275.8981, "fmax_ev_per_a": 7.9, "multiplicity": 4, "e_above_lowest_ev": 2.390, "species": ["Cr", "O", "H", "C", "O", "N", "C", "C", "H", "H", "H", "H", "H", "H", "H", "C", "O", "N", "C", "C", "H", "H", "H", "H", "H", "H", "H", "C", "O", "N", "C", "C", "H", "H", "H", "H", "H", "H", "H", "C", "O", "N", "C", "C", "H", "H", "H", "H", "H", "H", "H", "C", "O", "N", "C", "C", "H", "H", "H", "H", "H", "H", "H"], "coordinates": [[0.65, -1.07, -2.14], [-0.19, -0.43, -0.50], [-0.46, 0.04, 0.31], [2.70, -3.26, 2.48], [2.98, -3.50, 1.33], [2.39, -2.03, 2.95], [2.46, -0.87, 2.04], [1.36, -2.09, 4.07], [2.76, -4.05, 3.24], [3.19, -0.94, 1.23], [2.71, -0.06, 2.72], [1.55, -0.57, 1.53], [1.43, -1.16, 4.64], [0.39, -2.06, 3.57], [1.52, -2.92, 4.76], [-2.15, -2.49, 1.44], [-2.94, -1.96, 2.27], [-2.01, -3.85, 1.32], [-1.25, -4.36, 0.16], [-2.82, -4.76, 2.00], [-1.52, -1.91, 0.74], [-0.57, -3.63, -0.27], [-1.85, -4.61, -0.72], [-0.67, -5.21, 0.53], [-3.78, -4.36, 2.32], [-2.92, -5.62, 1.34], [-2.39, -5.18, 2.91], [3.29, 0.80, -1.40], [2.24, 0.28, -1.79], [3.27, 1.79, -0.60], [4.55, 2.42, -0.17], [2.00, 2.38, -0.09], [4.30, 0.46, -1.67], [4.49, 2.50, 0.91], [4.54, 3.39, -0.67], [5.46, 1.88, -0.44], [1.09, 1.85, -0.36], [2.21, 2.29, 0.98], [1.92, 3.42, -0.41], [-2.38, 2.25, 0.24], [-2.78, 3.08, -0.61], [-1.91, 2.62, 1.41], [-1.68, 1.60, 2.35], [-1.77, 4.03, 1.98], [-2.32, 1.15, 0.14], [-2.58, 1.46, 2.94], [-0.86, 1.79, 3.04], [-1.36, 0.62, 2.00], [-0.72, 4.29, 1.89], [-2.33, 4.78, 1.43], [-2.15, 4.05, 3.00], [-0.72, 1.51, -3.68], [-0.26, 0.50, -3.14], [-1.34, 1.50, -4.86], [-1.87, 2.73, -5.54], [-1.57, 0.26, -5.57], [-0.59, 2.54, -3.30], [-1.27, 2.93, -6.43], [-1.87, 3.58, -4.85], [-2.93, 2.62, -5.77], [-1.34, -0.66, -5.02], [-2.59, 0.08, -5.90], [-0.77, 0.15, -6.31]]}

{"formula": "C16H36FN2O5P", "method": "ωB97M-V/def2-TZVPD", "orbital_gap_ev": 8.8, "total_charge": 0, "e_homo_ev": -8.5, "total_energy_ev": -42391.4871, "fmax_ev_per_a": 10.4, "smiles": "CCCCN[C@]1(F)OC(=O)O[C@@]1(C)[PH2]=N.CCOCC.CCOCC", "species": ["C", "C", "C", "C", "N", "C", "F", "O", "C", "O", "O", "C", "C", "P", "N", "H", "H", "H", "H", "H", "H", "H", "H", "H", "H", "H", "H", "H", "H", "H", "H", "C", "C", "O", "C", "C", "H", "H", "H", "H", "H", "H", "H", "H", "H", "H", "C", "C", "O", "C", "C", "H", "H", "H", "H", "H", "H", "H", "H", "H", "H"], "coordinates": [[1.67, 4.57, 1.05], [1.93, 3.15, 0.25], [2.03, 1.84, 1.28], [0.91, 0.68, 0.84], [-0.36, 0.74, 1.65], [-1.58, 1.08, 0.81], [-1.73, 0.32, -0.45], [-1.46, 2.58, 0.72], [-1.72, 2.94, 2.16], [-1.06, 3.86, 2.91], [-2.82, 2.01, 2.57], [-3.08, 1.04, 1.46], [-3.67, -0.37, 2.08], [-4.54, 1.73, 0.41], [-4.18, 1.94, -1.16], [0.51, 4.84, 1.05], [2.09, 4.56, 2.17], [2.19, 5.48, 0.49], [2.96, 3.30, -0.33], [1.02, 2.97, -0.50], [1.95, 2.14, 2.41], [3.09, 1.34, 1.02], [0.78, 0.81, -0.32], [1.45, -0.35, 1.05], [-0.54, -0.12, 2.20], [-3.14, -0.63, 3.11], [-3.66, -1.26, 1.32], [-4.81, -0.16, 2.36], [-4.93, 3.04, 0.92], [-5.66, 0.79, 0.45], [-4.79, 1.37, -1.78], [-4.59, -5.97, 2.09], [-4.63, -4.93, 0.99], [-3.41, -4.21, 0.85], [-2.25, -4.98, 0.51], [-2.37, -5.68, -0.83], [-4.26, -5.53, 3.03], [-5.58, -6.42, 2.23], [-3.90, -6.79, 1.85], [-5.40, -4.19, 1.23], [-4.92, -5.38, 0.03], [-2.01, -5.68, 1.31], [-1.41, -4.27, 0.46], [-3.13, -6.46, -0.80], [-1.42, -6.16, -1.09], [-2.64, -4.98, -1.62], [4.83, 3.29, -3.54], [6.00, 2.90, -2.65], [5.65, 1.97, -1.63], [5.17, 0.70, -2.06], [6.17, -0.08, -2.89], [3.98, 3.63, -2.94], [5.12, 4.09, -4.23], [4.49, 2.44, -4.14], [6.36, 3.80, -2.14], [6.84, 2.52, -3.24], [4.22, 0.82, -2.59], [4.94, 0.13, -1.15], [6.37, 0.41, -3.85], [5.80, -1.08, -3.09], [7.13, -0.16, -2.36]]}